Formula: C37H55N11O2SeY
Source: the OMol25 dataset
Level of theory: ωB97M-V with the def2-TZVPD basis set

Properties
Net charge = +3
Energy = -126119.990 eV
Frontier orbital gap = 7.7754 eV
Maximum force = 0.79 eV/A

Each line ends with the Mulliken charge.
Element x y z (Å)
Y (0.260, -0.399, -0.001)  -0.351
C (-4.391, 0.603, 0.342)  -0.328
C (-4.485, 1.060, -0.967)  -0.590
C (-4.256, 2.397, -1.266)  -0.534
C (-3.931, 3.282, -0.247)  -0.605
C (-3.807, 2.823, 1.060)  -0.617
C (-4.034, 1.484, 1.355)  -0.232
H (-4.630, -0.424, 0.583)  0.535
H (-4.825, 0.392, -1.753)  0.552
H (-4.376, 2.757, -2.280)  0.506
H (-3.796, 4.334, -0.465)  0.535
H (-3.572, 3.520, 1.855)  0.472
H (-3.973, 1.137, 2.379)  0.345
C (3.281, 3.833, 0.534)  -0.959
N (2.250, 3.625, -0.479)  -0.131
C (2.155, 4.571, -1.602)  -0.899
C (1.256, 3.804, -2.559)  -0.248
N (0.530, 2.855, -1.692)  0.812
C (-0.907, 3.104, -1.542)  -1.349
C (1.242, 2.747, -0.507)  -0.109
N (0.839, 1.854, 0.382)  0.192
C (1.174, 2.032, 1.799)  -0.382
C (0.645, 0.847, 2.595)  -1.795
N (1.208, -0.424, 2.119)  1.710
C (2.295, -0.954, 2.685)  -0.986
N (3.283, -0.372, 3.424)  0.300
C (3.292, 0.847, 4.221)  -0.830
C (4.234, -1.390, 3.887)  -0.785
C (3.903, -2.592, 3.020)  -0.528
N (2.555, -2.272, 2.576)  0.615
C (1.778, -3.288, 1.905)  -0.970
H (3.895, 4.670, 0.212)  0.395
H (3.929, 2.960, 0.609)  0.284
H (2.863, 4.079, 1.505)  0.411
H (3.140, 4.749, -2.026)  0.574
H (1.744, 5.523, -1.258)  0.320
H (1.864, 3.245, -3.270)  -0.207
H (0.566, 4.431, -3.117)  0.547
H (-1.367, 3.104, -2.529)  0.519
H (-1.373, 2.324, -0.943)  0.104
H (-1.117, 4.064, -1.059)  0.440
H (0.733, 2.955, 2.188)  0.559
H (2.249, 2.073, 1.948)  0.056
H (-0.450, 0.799, 2.504)  0.160
H (0.859, 1.023, 3.646)  0.881
H (2.912, 1.707, 3.689)  0.282
H (4.328, 1.060, 4.474)  0.315
H (2.740, 0.725, 5.158)  0.313
H (4.079, -1.593, 4.951)  0.377
H (5.252, -1.035, 3.747)  0.393
H (3.908, -3.527, 3.577)  0.421
H (4.570, -2.683, 2.160)  0.225
H (1.766, -4.177, 2.537)  0.441
H (2.209, -3.546, 0.939)  0.231
H (0.756, -2.947, 1.760)  0.297
O (3.661, -1.361, -0.084)  -0.566
C (2.734, -1.346, -0.860)  0.084
O (1.562, -1.911, -0.681)  -0.270
C (2.771, -0.512, -2.122)  0.814
C (3.994, -0.334, -2.783)  -1.134
C (3.972, 0.364, -3.957)  -1.089
C (2.744, 0.874, -4.442)  1.078
C (2.650, 1.579, -5.668)  -0.712
C (1.444, 2.038, -6.114)  -0.963
C (0.273, 1.808, -5.358)  -0.895
C (0.333, 1.140, -4.168)  -0.027
C (1.569, 0.664, -3.677)  -0.033
N (1.601, -0.041, -2.505)  0.786
H (4.894, -0.748, -2.354)  0.658
H (4.875, 0.524, -4.533)  0.509
H (3.550, 1.738, -6.250)  0.488
H (1.377, 2.570, -7.053)  0.454
H (-0.675, 2.175, -5.732)  0.493
H (-0.557, 0.983, -3.567)  0.441
C (-0.138, -2.376, 4.498)  -0.079
N (-1.587, -2.394, 4.541)  0.264
C (-2.319, -2.658, 5.682)  -0.524
C (-3.619, -2.632, 5.333)  -0.495
N (-3.666, -2.353, 3.982)  0.085
C (-4.901, -2.218, 3.220)  -0.743
C (-2.414, -2.207, 3.501)  0.035
Se (-2.125, -1.865, 1.671)  -0.237
H (0.240, -1.787, 5.332)  0.436
H (0.167, -1.929, 3.559)  -0.869
H (0.251, -3.391, 4.569)  0.315
H (-1.846, -2.848, 6.629)  0.521
H (-4.511, -2.788, 5.912)  0.479
H (-5.727, -2.531, 3.852)  0.333
H (-4.861, -2.850, 2.337)  0.321
H (-5.048, -1.182, 2.921)  0.216
N (-2.596, -3.545, -3.614)  -0.025
C (-3.458, -2.806, -2.629)  -1.078
C (-2.614, -2.329, -1.458)  -0.408
N (-1.471, -1.476, -1.847)  0.908
C (-0.663, -2.194, -2.860)  -0.226
C (-1.458, -2.672, -4.063)  -0.949
H (-3.153, -3.845, -4.417)  0.371
H (-2.228, -4.396, -3.181)  0.400
H (-4.248, -3.475, -2.292)  0.432
H (-3.910, -1.976, -3.171)  0.359
H (-2.228, -3.179, -0.892)  0.730
H (-3.265, -1.776, -0.784)  -0.380
H (-1.858, -0.624, -2.258)  0.059
H (-0.177, -3.035, -2.358)  0.551
H (0.135, -1.548, -3.211)  -0.440
H (-0.831, -3.247, -4.742)  0.452
H (-1.901, -1.843, -4.615)  0.384